2 unconnected molecules or ions with the total composition C2H11N3O. Source: the OMol25 dataset; level of theory: wB97M-V/def2-TZVPD.

Each line ends with the Löwdin charge.
Geometry (Å):
N1 -2.04132 0.34869 0.30064  0.002
C1 -1.97672 -1.06754 0.54067  -0.380
N2 -0.75178 -1.65074 1.11899  -0.017
H1 -2.29551 0.88571 1.11749  0.058
H2 -1.16461 0.71055 -0.07073  0.023
H3 -2.77191 -1.38944 1.21517  0.100
H4 -2.16163 -1.61496 -0.38373  0.098
H5 0.00562 -1.68492 0.44248  0.038
H6 -0.41551 -1.07998 1.88856  0.054
N3 0.81526 1.25083 -1.31815  0.016
C2 1.76002 0.96835 -0.25884  -0.347
O1 2.95918 0.31659 -0.69141  -0.065
H7 1.23236 1.91768 -1.95693  0.074
H8 0.65355 0.40605 -1.85937  0.073
H9 2.10316 1.90898 0.14872  0.113
H10 1.26081 0.40091 0.52646  0.088
H11 2.78903 -0.62677 -0.76002  0.071

Calculated values
E_HOMO ... -8.93 eV
ΔE to the lowest compared entry with this formula, charge and spin ... 0.0 kJ/mol
Net charge ... 0
SMILES ... NCN.NCO
Orbital gap ... 0.35210 Eh
Spin multiplicity ... 1


2 unconnected molecules or ions with the total composition C2H11N3O. Source: the OMol25 dataset; level of theory: wB97M-V/def2-TZVPD.

Each line ends with the Löwdin charge.
Geometry (Å):
N1 -2.68666 0.39338 0.88106  0.008
C1 -1.86895 -0.36986 -0.07773  -0.367
N2 -2.33462 -0.33179 -1.47342  0.016
H1 -3.68064 0.08886 0.82374  0.092
H2 -2.69737 1.30491 0.45080  0.057
H3 -1.77873 -1.37285 0.31905  0.108
H4 -0.90876 0.07282 -0.12299  0.056
H5 -2.59118 -1.19965 -1.92362  0.067
H6 -3.28518 0.11847 -1.39780  0.091
N3 2.36491 1.08834 -0.00360  0.269
C2 2.65903 -0.32183 -0.05919  -0.168
O1 3.87473 -0.67851 0.73527  -0.016
H7 2.81204 1.35231 0.92763  0.171
H8 1.49188 1.63226 -0.03371  0.158
H9 2.84458 -0.46192 -1.17473  0.187
H10 1.92624 -0.92606 0.46429  0.161
H11 3.85869 -0.38885 1.66496  0.109

Calculated values
E_HOMO (spin up / spin down) ... -13.01 / -12.36 eV
⟨S²⟩ ... 0.76
ΔE to the lowest compared entry with this formula, charge and spin ... 212.5 kJ/mol
Net charge ... +1
Orbital gap (spin up / spin down) ... 0.34335 / 0.10605 Eh
Spin multiplicity ... 2


3 unconnected molecules or ions with the total composition C2H11N3O2. Source: the OMol25 dataset; level of theory: wB97M-V/def2-TZVPD.

Each line ends with the Löwdin charge.
Geometry (Å):
C1 -0.66793 -1.11147 1.02364  -0.163
N1 -0.50979 -0.92332 -0.45394  -0.020
C2 0.60194 -0.52870 -1.14994  -0.609
N2 0.43879 0.20488 -2.34602  0.077
N3 1.75801 -0.68492 -0.58703  0.049
H1 -0.03557 -2.00983 1.29655  0.084
H2 -1.73914 -1.09408 1.21741  0.031
H3 -0.33657 -0.26727 1.63116  0.032
H4 -1.36368 -0.86801 -0.98202  0.088
H5 -0.14615 1.04095 -2.21072  0.061
H6 1.17174 0.18538 -2.97836  0.033
H7 2.50741 -0.41743 -1.25501  0.049
H8 -2.87208 0.92050 1.24114  -0.098
H9 -3.45976 2.24733 0.89092  -0.005
O1 -3.61934 1.19153 0.67216  -0.429
H10 2.66122 0.17667 0.73271  -0.044
H11 2.57662 1.41417 1.67300  0.038
O2 3.03427 0.52364 1.58436  -0.176

Calculated values
E_HOMO (spin up / spin down) ... 0.64 / -5.72 eV
⟨S²⟩ ... 0.75
ΔE to the lowest compared entry with this formula, charge and spin ... 102.0 kJ/mol
Net charge ... -1
Orbital gap (spin up / spin down) ... 0.11253 / 0.33953 Eh
Spin multiplicity ... 2


3 unconnected molecules or ions with the total composition C2H11N3O2. Source: the OMol25 dataset; level of theory: wB97M-V/def2-TZVPD.

Each line ends with the Löwdin charge.
Geometry (Å):
H1 -0.52227 1.70329 0.99054  0.034
N1 -0.27807 0.85246 0.48957  0.073
C1 -0.74735 0.88101 -0.70797  -0.583
N2 -2.11021 1.20361 -0.95786  0.108
N3 -0.01038 0.50157 -1.78806  -0.014
C2 1.42215 0.41023 -1.67392  -0.106
H2 -2.47683 1.34709 -0.02716  0.080
H3 -2.28777 1.83420 -1.71567  0.072
H4 -0.46860 0.27109 -2.64273  0.119
H5 1.79416 -0.27478 -2.43426  0.077
H6 1.96484 1.35458 -1.77726  0.078
H7 1.72437 0.01679 -0.70853  0.068
O1 3.73581 -0.44165 3.75382  -0.081
H8 3.79082 0.52407 3.79047  0.032
H9 2.78772 -0.66874 3.85666  0.048
O2 -2.44705 -3.01337 0.72516  -0.074
H10 -3.22687 -3.53033 1.03804  0.050
H11 -2.64448 -2.97113 -0.21083  0.020

Calculated values
E_HOMO ... -8.50 eV
ΔE to the lowest compared entry with this formula, charge and spin ... 123.0 kJ/mol
Net charge ... 0
SMILES ... [H]/N=C(\N)NC.O.O
Orbital gap ... 0.34103 Eh
Spin multiplicity ... 1


2 unconnected molecules or ions with the total composition C2H11N4. Source: the OMol25 dataset; level of theory: wB97M-V/def2-TZVPD.

Each line ends with the Löwdin charge.
Geometry (Å):
C1 0.32842 1.32051 1.11263  -0.229
C2 0.59190 0.41353 -0.09928  -0.057
N1 1.60159 1.76822 1.67376  0.034
N2 0.32652 0.88524 -1.29989  0.163
N3 -1.44173 -2.72727 -0.55049  -0.035
N4 -1.19823 -1.25645 -0.56326  -0.091
H1 -0.04020 0.54225 1.85607  0.145
H2 -0.46365 2.02699 1.05432  0.115
H3 1.10964 -0.51585 0.05483  0.134
H4 2.04321 2.42656 0.98825  0.108
H5 2.23872 0.99006 1.64243  0.071
H6 0.37953 0.42569 -2.17822  0.119
H7 -0.31088 1.69984 -1.29791  0.161
H8 -1.69294 -3.12773 0.37370  0.093
H9 -2.12970 -0.84724 -0.48001  0.085
H10 -0.86028 -1.00016 -1.61015  0.127
H11 -0.48192 -3.02418 -0.67676  0.057

Calculated values
E_HOMO ... -12.97 eV
ΔE to the lowest compared entry with this formula, charge and spin ... 406.2 kJ/mol
Net charge ... +1
Orbital gap ... 0.30746 Eh
Spin multiplicity ... 1


A gas-phase ion, C2H11N4O (charge +1). Source: the OMol25 dataset; level of theory: wB97M-V/def2-TZVPD.

Each line ends with the Löwdin charge.
Geometry (Å):
C1 -1.32514 1.09602 -0.47142  0.024
C2 -0.64880 -0.14938 0.04289  -0.574
N1 -0.89065 -1.45759 -0.47322  0.095
O1 -0.53745 -0.18614 1.50254  -0.005
N2 0.78801 -0.02890 -0.50595  -0.168
N3 1.61788 1.09613 -0.35698  0.079
N4 1.53469 -1.02178 0.21724  0.188
H1 -1.39490 1.72410 0.38344  0.093
H2 -2.31922 0.99497 -0.73631  0.072
H3 -0.82167 1.38976 -1.37532  0.094
H4 -1.28083 -1.26217 -1.42411  0.132
H5 -1.60193 -1.82176 0.21487  0.136
H6 -1.34365 -0.01978 1.99022  0.114
H7 1.81957 1.39113 0.57972  0.099
H8 1.33294 1.77854 -1.04395  0.106
H9 1.10958 -1.90168 0.31850  0.129
H10 1.50189 -0.68900 1.29951  0.222
H11 2.45967 -0.93246 -0.16166  0.165

Calculated values
E_HOMO ... -14.04 eV
ΔE to the lowest compared entry with this formula, charge and spin ... 361.6 kJ/mol
Net charge ... +1
SMILES ... C[C@](N)(O)N(N)[NH3+]
Orbital gap ... 0.39957 Eh
Spin multiplicity ... 1


3 unconnected molecules or ions with the total composition C2H11NO2. Source: the OMol25 dataset; level of theory: wB97M-V/def2-TZVPD.

Each line ends with the Löwdin charge.
Geometry (Å):
C1 -0.64573 -3.13294 0.15044  -0.221
N1 0.64098 -2.79777 0.74056  -0.205
C2 0.47883 -1.75666 1.76452  -0.234
H1 -1.05754 -3.95413 0.75455  0.068
H2 -1.29645 -2.25923 0.06003  0.048
H3 -0.50391 -3.52205 -0.86374  0.062
H4 1.27287 -2.39610 0.05174  0.073
H5 -0.24876 -0.98920 1.49493  0.034
H6 1.46164 -1.31287 1.90727  0.063
H7 0.07787 -2.20029 2.66112  0.056
H8 -2.65034 1.54194 -2.57971  -0.042
H9 -2.78252 2.01967 -1.07020  -0.060
O1 -3.22355 1.98085 -1.93968  -0.364
H10 2.32462 4.98207 0.31772  0.008
H11 2.35246 4.53256 -1.12067  -0.015
O2 2.94993 4.76215 -0.39669  -0.270

Calculated values
E_HOMO (spin up / spin down) ... 0.89 / -6.20 eV
⟨S²⟩ ... 0.75
ΔE to the lowest compared entry with this formula, charge and spin ... 30.4 kJ/mol
Net charge ... -1
Orbital gap (spin up / spin down) ... 0.09742 / 0.36503 Eh
Spin multiplicity ... 2


5 unconnected molecules or ions with the total composition C2H11NO2S. Source: the OMol25 dataset; level of theory: wB97M-V/def2-TZVPD.

Each line ends with the Löwdin charge.
Geometry (Å):
C1 0.17003 -0.85698 -1.18127  0.015
C2 -0.99544 -0.26006 -1.01339  -0.064
S1 -3.82397 0.55195 0.17035  0.479
N1 3.37104 -0.08728 -0.44483  0.096
H1 1.00414 -0.69240 -0.49585  0.040
H2 0.24978 -1.52689 -2.03404  0.073
H3 -1.21066 0.70746 -0.56112  0.034
H4 -1.93242 -0.72375 -1.34844  0.039
H5 -4.67058 1.44261 0.69367  -0.267
H6 4.16954 -0.61868 -0.11541  0.006
H7 3.59881 0.51248 -1.23994  0.016
H8 -2.56918 -0.35566 1.31057  -0.185
H9 -2.19110 -1.66008 2.02857  0.020
O1 -1.89786 -0.76686 1.90867  -0.109
H10 2.42476 1.96419 1.35698  0.012
H11 2.45865 0.82135 0.25024  -0.071
O2 1.84445 1.54862 0.71525  -0.133

Calculated values
E_HOMO ... -7.97 eV
ΔE to the lowest compared entry with this formula, charge and spin ... 884.4 kJ/mol
Net charge ... 0
Orbital gap ... 0.09175 Eh
Spin multiplicity ... 1


4 unconnected molecules or ions with the total composition C2H11NO3. Source: the OMol25 dataset; level of theory: wB97M-V/def2-TZVPD.

Each line ends with the Löwdin charge.
Geometry (Å):
C1 -1.23513 1.11057 -0.50084  -0.071
C2 -2.19518 0.16243 -0.33260  -0.293
N1 -1.99744 -1.20041 -0.52268  0.004
H1 -0.40349 0.90085 -1.15149  0.028
H2 -1.36319 2.18731 -0.58996  0.038
H3 -2.99156 0.51297 0.36204  0.107
H4 -0.99087 -1.54725 -0.90100  0.116
H5 -2.22202 -1.80776 0.25238  0.070
O1 0.93253 0.73378 2.19414  -0.038
H6 0.23335 1.24185 2.58988  0.033
H7 0.50541 0.49041 1.39431  -0.037
O2 2.73382 0.37514 -0.89303  -0.025
H8 2.39051 1.07454 -0.32725  0.054
H9 3.57336 0.19920 -0.50259  0.050
O3 0.86529 -1.79412 -0.65202  -0.126
H10 1.52058 -0.95157 -0.69790  0.070
H11 0.64405 -1.68795 0.27863  0.019

Calculated values
E_HOMO ... -8.45 eV
ΔE to the lowest compared entry with this formula, charge and spin ... 152.2 kJ/mol
Net charge ... 0
SMILES ... C=CN.O.O.O
Orbital gap ... 0.32768 Eh
Spin multiplicity ... 1


3 unconnected molecules or ions with the total composition C2H11NO3. Source: the OMol25 dataset; level of theory: wB97M-V/def2-TZVPD.

Each line ends with the Löwdin charge.
Geometry (Å):
N1 -1.28123 0.61711 -1.64279  -0.006
C1 -1.22390 1.27760 -0.32203  -0.251
C2 -1.21445 0.32925 0.86472  -0.237
O1 -0.03736 0.39191 1.67018  -0.096
H1 -0.41735 0.10347 -1.74088  0.050
H2 -2.09201 0.03458 -1.75757  0.058
H3 -2.06325 1.96807 -0.27077  0.103
H4 -0.30165 1.85329 -0.36085  0.112
H5 -1.30177 -0.71205 0.54920  0.116
H6 -2.10305 0.41817 1.50778  0.115
H7 -0.02931 1.09757 2.31909  0.100
O2 2.15931 -1.26818 1.15189  -0.065
H8 1.40844 -0.77231 1.51308  0.007
H9 1.77868 -2.16248 1.07028  0.065
O3 2.20195 -1.38797 -1.69862  -0.084
H10 2.29452 -0.53432 -2.12616  0.023
H11 2.22241 -1.25371 -0.72655  -0.011

Calculated values
E_HOMO ... -9.45 eV
ΔE to the lowest compared entry with this formula, charge and spin ... 53.4 kJ/mol
Net charge ... 0
SMILES ... NCCO.O.O
Orbital gap ... 0.36721 Eh
Spin multiplicity ... 1


4 unconnected molecules or ions with the total composition C2H11NO4. Source: the OMol25 dataset; level of theory: wB97M-V/def2-TZVPD.

Each line ends with the Löwdin charge.
Geometry (Å):
C1 1.95934 -1.20685 -0.67207  -0.015
C2 1.30863 0.08784 -0.12652  -0.548
N1 0.09104 -0.14544 0.45495  0.102
O1 1.90150 1.16068 0.07474  0.015
H1 1.91395 -1.32091 -1.78236  0.083
H2 1.43593 -2.13224 -0.39173  0.070
H3 3.00107 -1.25102 -0.39482  0.068
H4 -0.03400 -1.02840 1.00971  0.120
H5 -0.00317 0.58525 1.16782  0.055
O2 -2.58029 -1.17279 0.23783  -0.123
H6 -2.99279 -0.78818 -0.55991  0.039
H7 -2.48925 -0.38614 0.90943  0.075
O3 -0.31462 1.24389 3.01870  -0.051
H8 -0.35971 1.91466 3.66205  0.016
H9 -1.26480 0.90990 3.05942  0.084
O4 -0.67740 1.06927 -2.84331  -0.172
H10 0.16700 1.71627 -3.10592  0.133
H11 -1.06243 0.74421 -3.71799  0.048

Calculated values
E_HOMO ... -9.25 eV
ΔE to the lowest compared entry with this formula, charge and spin ... 203.0 kJ/mol
Net charge ... 0
SMILES ... CC(N)=O.O.O.O
Orbital gap ... 0.35113 Eh
Spin multiplicity ... 1


4 unconnected molecules or ions with the total composition C2H11NO4. Source: the OMol25 dataset; level of theory: wB97M-V/def2-TZVPD.

Each line ends with the Löwdin charge.
Geometry (Å):
N1 1.88609 1.40286 0.16927  0.000
C1 0.70044 2.29449 -0.10286  -0.246
C2 -0.35772 2.19670 0.97174  -0.269
O1 -1.12265 1.25884 1.08804  0.043
H1 1.93348 1.61957 1.18074  0.066
H2 1.55905 0.40426 0.04277  0.068
H3 0.99097 3.29796 -0.34622  0.095
H4 0.19366 1.92918 -1.02007  0.106
H5 -0.48394 3.20899 1.54609  0.137
O2 0.12497 -1.72700 -0.79895  -0.080
H6 0.95716 -1.51083 -1.34890  0.087
H7 0.03602 -2.66636 -0.93585  0.022
O3 -0.55782 -4.45429 1.92230  -0.090
H8 0.35179 -4.62785 1.58347  0.045
H9 -0.50423 -3.54423 2.28745  0.047
O4 -1.92791 0.65268 -2.31334  -0.054
H10 -2.60430 0.05861 -2.02754  0.022
H11 -1.17504 0.20644 -1.89811  0.002

Calculated values
E_HOMO ... -9.65 eV
ΔE to the lowest compared entry with this formula, charge and spin ... 251.2 kJ/mol
Net charge ... 0
SMILES ... NCC=O.O.O.O
Orbital gap ... 0.36111 Eh
Spin multiplicity ... 1


4 unconnected molecules or ions with the total composition C2H11NO5. Source: the OMol25 dataset; level of theory: wB97M-V/def2-TZVPD.

Each line ends with the Löwdin charge.
Geometry (Å):
C1 1.37061 0.77215 -0.97542  -0.100
N1 0.77839 -0.16665 -0.04743  0.008
C2 1.36450 -1.34400 0.34044  -0.585
O1 0.96245 -2.15404 1.13121  0.098
O2 2.53936 -1.64509 -0.30897  0.096
H1 2.46614 0.76923 -0.90933  0.085
H2 1.25904 0.58715 -2.05612  0.087
H3 1.03823 1.78601 -0.76783  0.090
H4 0.18270 0.33604 0.62436  0.077
H5 2.66563 -1.22665 -1.15079  0.076
O3 -0.79879 1.29743 1.79520  -0.089
H6 -1.62069 0.79077 1.53641  0.020
H7 -0.89558 2.22345 1.53633  0.055
O4 -2.37013 -0.72347 1.59217  -0.045
H8 -1.77118 -1.29946 2.10296  0.081
H9 -2.46670 -1.03763 0.67863  0.062
O5 -1.93199 0.26797 -1.66422  -0.063
H10 -1.55527 0.93607 -2.26826  0.048
H11 -1.21673 -0.16927 -1.18933  -0.004

Calculated values
E_HOMO ... -10.18 eV
ΔE to the lowest compared entry with this formula, charge and spin ... 34.4 kJ/mol
Net charge ... 0
SMILES ... CNC(=O)O.O.O.O
Orbital gap ... 0.38482 Eh
Spin multiplicity ... 1